The following is a DFT calculation (wB97M-V/def2-TZVPD) of a 4-piece molecular cluster, C14H33NO12P3S overall.

Last column: natural (NBO) charge in e.
Geometry (Å):
S1 6.8744 2.0193 -1.9870  0.499
C1 5.1122 2.2368 -1.7459  0.000
C2 4.5389 3.4790 -1.5828  -0.234
C3 3.1581 3.5159 -1.4051  -0.145
C4 2.4674 2.3222 -1.3954  -0.165
C5 3.1763 1.1387 -1.5808  0.075
N1 4.4903 1.0735 -1.7552  -0.400
H1 7.3656 2.5430 -0.8489  0.191
H2 7.1804 3.0359 -2.8135  0.192
H3 5.1298 4.3861 -1.5949  0.238
H4 2.6535 4.4623 -1.2658  0.247
H5 1.3955 2.2860 -1.2573  0.256
H6 2.6251 0.2055 -1.6033  0.236
C6 1.6299 -0.0811 4.8709  -0.256
O1 0.7487 -0.1335 3.7356  -0.826
P1 0.9651 0.8350 2.5007  2.589
O2 -0.0343 0.5999 1.4590  -1.121
O3 2.4765 0.6619 2.0611  -0.820
C7 2.8839 -0.6261 1.5683  -0.258
O4 1.0414 2.2967 3.0858  -0.817
C8 -0.1980 2.9208 3.4799  -0.254
H7 2.0920 -1.0587 4.9895  0.196
H8 2.4024 0.6766 4.7472  0.194
H9 1.0369 0.1482 5.7531  0.201
H10 2.0330 -1.2330 1.2587  0.205
H11 3.4414 -1.1485 2.3441  0.193
H12 3.5334 -0.4572 0.7131  0.189
H13 0.0132 3.5305 4.3535  0.202
H14 -0.9562 2.1789 3.7296  0.196
H15 -0.5582 3.5480 2.6681  0.196
C9 -2.5128 -1.1630 -4.1653  -0.254
O5 -1.0916 -0.9673 -4.0908  -0.823
P2 -0.4926 0.4946 -3.9697  2.586
O6 0.9698 0.4897 -3.8764  -1.125
O7 -1.2496 1.1739 -2.7603  -0.819
C10 -1.0691 0.5974 -1.4545  -0.258
O8 -1.1109 1.3269 -5.1578  -0.813
C11 -0.5689 1.1190 -6.4749  -0.252
H16 -2.8140 -1.7920 -3.3306  0.189
H17 -3.0542 -0.2188 -4.1255  0.197
H18 -2.7397 -1.6718 -5.0993  0.199
H19 -0.1908 -0.0471 -1.4168  0.189
H20 -1.9519 0.0169 -1.1898  0.192
H21 -0.9488 1.4040 -0.7388  0.209
H22 -1.3914 1.2087 -7.1788  0.200
H23 -0.1162 0.1322 -6.5696  0.193
H24 0.1781 1.8822 -6.6801  0.194
C12 -2.3462 -1.3476 2.5228  -0.258
O9 -3.7034 -1.8072 2.6050  -0.826
P3 -4.0806 -3.2624 2.0864  2.571
O10 -5.5009 -3.5390 2.2588  -1.085
O11 -3.0588 -4.2509 2.7795  -0.813
C13 -3.1633 -4.4161 4.2022  -0.257
O12 -3.5140 -3.3502 0.6084  -0.814
C14 -4.2764 -2.6999 -0.4162  -0.249
H25 -1.9985 -1.1104 3.5272  0.186
H26 -1.6886 -2.0982 2.0857  0.192
H27 -2.3140 -0.4495 1.9118  0.201
H28 -4.1421 -4.1063 4.5676  0.204
H29 -2.3846 -3.8294 4.6892  0.178
H30 -3.0171 -5.4700 4.4215  0.201
H31 -3.5673 -2.2946 -1.1354  0.174
H32 -4.8857 -1.8905 -0.0133  0.195
H33 -4.9226 -3.4263 -0.9045  0.200

Cartesian forces, eV/Å:
0.11 -0.62 -0.13
-0.38 0.09 0.01
0.12 0.29 -0.03
0.14 0.01 0.08
0.12 0.06 -0.05
-0.57 -0.51 -0.03
0.01 0.21 0.06
0.09 0.28 -0.08
0.04 0.22 0.19
-0.03 -0.02 0.01
0.01 -0.01 -0.03
0.03 -0.03 -0.04
0.16 -0.02 -0.07
0.02 -0.01 0.08
-0.05 -0.02 -0.13
-0.01 0.00 0.08
-0.05 -0.08 -0.05
0.08 0.07 0.00
0.07 -0.06 0.01
0.11 0.02 -0.01
-0.04 0.06 0.03
-0.02 -0.01 -0.02
-0.01 0.01 -0.03
-0.02 0.00 -0.01
-0.04 0.06 -0.01
-0.03 0.01 0.03
0.02 0.00 0.01
0.04 0.00 -0.01
0.01 -0.01 -0.01
0.00 -0.03 -0.02
-0.07 -0.03 -0.04
0.22 -0.01 0.02
-0.07 0.15 0.06
0.11 -0.19 0.09
-0.08 0.08 -0.08
-0.03 0.00 0.10
-0.06 0.02 0.05
0.00 0.02 -0.07
0.02 -0.01 0.00
0.02 0.02 0.00
0.02 0.00 -0.01
0.01 0.01 0.00
0.00 -0.01 -0.02
-0.02 0.01 -0.01
-0.02 0.02 0.02
0.00 0.00 0.02
0.02 -0.01 0.03
0.02 0.06 0.00
-0.02 -0.05 0.02
-0.02 -0.06 -0.01
-0.06 0.11 0.05
0.08 0.02 -0.03
-0.01 -0.03 0.06
0.10 0.02 -0.01
-0.03 -0.01 -0.05
-0.02 0.00 0.00
-0.01 -0.01 -0.01
-0.01 0.00 -0.01
-0.02 -0.02 -0.02
-0.01 0.01 -0.01
0.01 -0.01 -0.02
0.02 -0.02 0.01
0.00 0.00 0.01
-0.02 0.00 0.02

Results
Net charge   +1
Electronic energy   -2933.12822 a.u.
Maximum force   0.8 eV/A
HOMO-LUMO gap   8.05 eV
HOMO   -11.9 eV

***

The following is a DFT calculation (wB97M-V/def2-TZVPD) of a 2-piece molecular cluster, C14H34B4NO7 overall in a non-equilibrium geometry.

Last column: natural (NBO) charge in e.
Geometry (Å):
C1 0.0660 1.3213 3.1963  -0.596
C2 -0.8878 0.1288 3.1807  -0.792
B1 -0.2346 -1.2904 3.3025  0.731
O1 1.1290 -1.4148 3.4694  -0.907
B2 -1.2417 -2.7045 3.2304  0.867
O2 -0.7275 -3.9587 2.9086  -0.899
B3 -1.4731 -4.7150 2.0208  0.988
O3 -2.8281 -4.4975 1.9226  -0.899
B4 -3.2738 -3.2218 2.2617  1.204
C3 -4.3446 -2.4768 1.3996  -0.794
C4 -3.6905 -1.6366 0.2802  -0.368
C5 -2.4094 -2.2414 -0.2940  -0.410
C6 -1.8928 -1.4835 -1.5295  -0.454
C7 -0.7136 -0.5465 -1.2505  -0.057
O4 0.5240 -0.9819 -1.8443  -0.555
C8 1.0087 -2.2217 -1.5045  0.793
C9 1.1160 -2.5575 -0.0374  -0.742
O5 1.4150 -2.9376 -2.3640  -0.522
O6 -2.6256 -2.6087 3.3254  -0.898
H1 0.8057 1.2398 2.3936  0.179
H2 0.6129 1.3735 4.1378  0.221
H3 -0.4635 2.2671 3.0653  0.204
H4 -1.4687 0.0995 2.2440  0.224
H5 -1.6443 0.2060 3.9724  0.257
H6 1.6179 -1.9165 2.8132  0.509
H7 -0.9303 -5.4826 1.2914  -0.102
H8 -5.0228 -3.2168 0.9669  0.241
H9 -4.9516 -1.8170 2.0228  0.245
H10 -4.4039 -1.4990 -0.5360  0.210
H11 -3.4762 -0.6327 0.6639  0.196
H12 -2.5861 -3.2905 -0.5385  0.228
H13 -1.6330 -2.2118 0.4821  0.175
H14 -1.6187 -2.1792 -2.3250  0.239
H15 -2.7123 -0.8778 -1.9235  0.221
H16 -0.8914 0.4294 -1.7025  0.182
H17 -0.5893 -0.3736 -0.1750  0.169
H18 0.9037 -3.6161 0.0987  0.263
H19 0.4764 -1.9626 0.6096  0.206
H20 2.1566 -2.3949 0.2541  0.244
C10 2.4591 3.8958 -0.4994  -0.408
N1 2.7657 3.0113 -1.6725  -0.199
C11 3.6892 1.9276 -1.2099  -0.405
C12 3.4470 3.8101 -2.7322  -0.414
C13 1.5310 2.3293 -2.2183  -0.233
C14 0.4799 3.2126 -2.8474  -0.090
O7 -0.0273 4.1009 -1.8708  -0.732
H21 3.4001 4.1335 -0.0088  0.224
H22 1.9745 4.7997 -0.8466  0.252
H23 1.8034 3.3606 0.1819  0.237
H24 4.5991 2.3840 -0.8292  0.232
H25 3.9199 1.2747 -2.0481  0.235
H26 3.1958 1.3628 -0.4228  0.234
H27 2.8051 4.6349 -3.0262  0.235
H28 3.6534 3.1665 -3.5843  0.233
H29 4.3769 4.1999 -2.3254  0.236
H30 1.1091 1.7661 -1.3866  0.236
H31 1.8852 1.6216 -2.9682  0.241
H32 -0.2982 2.5321 -3.2074  0.205
H33 0.8744 3.7510 -3.7144  0.181
H34 -0.7396 4.6255 -2.2530  0.496

Cartesian forces, eV/Å:
-0.11 0.06 -0.05
0.23 -0.03 0.22
0.00 -0.41 0.35
0.03 0.90 -0.63
-0.09 -0.35 0.42
0.21 0.43 -0.75
-0.12 -0.31 0.46
0.22 0.40 -0.67
-0.30 -0.47 0.64
-0.28 -0.15 0.13
0.00 0.08 0.03
-0.06 0.04 -0.11
-0.07 0.07 0.17
-0.03 0.17 -0.01
-0.14 0.01 0.11
-0.05 0.13 0.10
-0.01 -0.06 0.03
0.18 -0.07 -0.14
0.36 0.71 -0.72
0.03 -0.02 0.05
0.03 -0.01 -0.05
0.00 -0.01 0.01
-0.09 0.02 0.10
-0.08 0.08 -0.12
-0.09 -0.67 0.48
-0.04 -0.15 0.18
0.07 0.02 -0.09
0.01 -0.04 0.02
-0.02 -0.01 0.03
0.06 -0.03 -0.01
0.03 0.00 0.01
-0.03 -0.18 -0.02
0.09 0.08 0.00
0.00 -0.07 -0.07
0.06 -0.02 -0.05
0.01 -0.06 -0.01
-0.03 0.02 0.02
0.03 0.01 -0.05
0.00 0.00 -0.04
0.09 0.02 0.01
0.02 -0.01 -0.01
0.00 0.00 -0.04
0.00 0.01 0.02
-0.01 -0.08 -0.02
-0.01 0.09 0.08
0.00 0.03 -0.05
0.00 0.00 0.00
-0.08 -0.05 0.01
0.00 0.00 0.01
-0.01 0.00 0.01
-0.01 0.00 0.00
0.00 0.00 0.00
0.00 0.00 0.00
0.01 0.00 0.00
0.00 0.00 0.00
-0.01 0.01 -0.01
-0.03 -0.05 0.04
0.04 -0.01 -0.06
0.00 -0.03 -0.02
-0.01 -0.03 0.04

Results
Net charge   +1
Electronic energy   -1234.73227 a.u.
Maximum force   1.1 eV/A
HOMO-LUMO gap   9.06 eV
HOMO   -11.6 eV

***

The following is a DFT calculation (wB97M-V/def2-TZVPD) of a 6-piece molecular cluster, C14H35BF3IO14S2 overall.

Last column: natural (NBO) charge in e.
Geometry (Å):
C1 -0.7790 3.4042 3.2604  -0.257
O1 -0.5878 2.8163 1.9687  -0.691
B1 0.1618 1.7060 1.8415  1.140
O2 0.7045 1.0475 2.9201  -0.953
C2 0.2766 1.1248 0.3394  -0.285
O3 1.6093 1.2116 -0.2254  -0.689
S1 2.7947 0.3553 0.3398  2.416
O4 3.3586 1.0355 1.4619  -0.923
O5 3.6223 0.0380 -0.7778  -0.925
C3 2.0776 -1.2239 0.8902  -0.755
S2 2.9320 -1.7756 2.4064  2.099
O6 2.8290 -0.8470 3.4853  -0.893
O7 4.1999 -2.2984 2.0064  -0.883
C4 1.9341 -3.2662 2.9607  0.747
F1 2.7646 -4.0066 3.6832  -0.289
F2 0.8975 -2.9059 3.7085  -0.299
F3 1.5051 -3.9833 1.9162  -0.314
C5 0.5403 -1.3082 1.0590  -0.532
C6 -0.2580 -0.2975 0.2373  0.260
I1 -0.1917 -0.9322 -1.8476  0.087
O8 -1.5473 -0.1740 0.7366  -0.572
C7 -2.4582 -1.2531 0.5872  -0.086
C8 -3.5298 -1.1007 1.6595  0.078
C9 -2.9572 -1.1461 3.0675  -0.649
O9 -4.2222 0.1301 1.4208  -0.713
H1 -1.2980 2.7230 3.9325  0.181
H2 0.1795 3.6967 3.6884  0.182
H3 -1.3762 4.3039 3.1363  0.216
H4 1.6676 1.0401 3.0118  0.540
H5 -0.3422 1.7488 -0.3022  0.248
H6 2.4024 -1.9325 0.1305  0.299
H7 0.2467 -1.1772 2.0997  0.268
H8 0.2485 -2.3077 0.7460  0.250
H9 -2.9315 -1.2056 -0.3951  0.208
H10 -1.9560 -2.2200 0.6969  0.174
H11 -4.2782 -1.8819 1.5188  0.183
H12 -3.6965 -0.7826 3.7809  0.225
H13 -2.0675 -0.5178 3.1466  0.214
H14 -2.6732 -2.1637 3.3412  0.219
H15 -3.8290 0.8102 1.9763  0.469
C10 4.3240 -1.0255 -4.0858  -0.248
O10 5.0458 -1.5472 -2.9754  -0.748
H16 4.9220 -1.2114 -4.9748  0.188
H17 3.3545 -1.5174 -4.2029  0.162
H18 4.1682 0.0501 -3.9778  0.172
H19 4.5294 -1.3740 -2.1813  0.490
C11 -3.0184 -0.9027 -4.6331  -0.250
O11 -2.3748 -2.1168 -4.2514  -0.732
H20 -2.2463 -0.1480 -4.7505  0.187
H21 -3.5486 -1.0185 -5.5827  0.160
H22 -3.7155 -0.5606 -3.8660  0.174
H23 -3.0489 -2.7919 -4.1376  0.464
C12 5.3914 -5.1458 -3.3809  -0.245
O12 6.2407 -4.0556 -3.6774  -0.745
H24 5.8326 -6.0377 -3.8229  0.176
H25 5.2969 -5.3078 -2.3018  0.154
H26 4.3904 -5.0103 -3.8058  0.151
H27 5.8495 -3.2592 -3.2881  0.493
C13 -4.1655 2.5441 -5.3023  -0.250
O13 -3.4977 2.2651 -4.0783  -0.723
H28 -5.0686 1.9380 -5.3179  0.182
H29 -4.4508 3.5965 -5.3760  0.166
H30 -3.5510 2.2790 -6.1674  0.162
H31 -2.6972 2.7965 -4.0468  0.465
C14 -2.0598 7.0296 5.2720  -0.248
O14 -2.6184 6.1239 4.3268  -0.730
H32 -0.9812 7.0069 5.1365  0.184
H33 -2.4114 8.0506 5.1057  0.166
H34 -2.2904 6.7329 6.2982  0.164
H35 -3.5738 6.1328 4.4312  0.467

Cartesian forces, eV/Å:
-0.01 0.39 -0.01
-0.09 -0.18 0.04
0.09 -0.10 0.10
-0.01 0.50 0.05
-0.27 0.23 0.21
0.02 -0.53 -0.15
0.59 0.28 -0.16
-0.18 -0.08 0.10
-0.10 0.02 0.06
-0.73 -0.18 0.14
0.66 0.02 0.06
-0.35 -0.01 -0.04
-0.19 -0.01 -0.13
0.18 -0.10 -0.01
-0.21 0.10 -0.06
0.05 -0.08 -0.13
0.05 0.09 0.11
0.11 -0.11 -0.14
0.05 0.18 0.24
-0.11 -0.06 -0.09
0.09 0.07 -0.28
-0.27 -0.38 0.22
0.05 0.68 -0.07
0.02 -0.10 -0.04
-0.05 -0.24 0.18
0.08 -0.08 0.00
0.01 -0.15 0.07
-0.05 -0.07 -0.08
-0.01 -0.32 -0.06
0.15 0.03 -0.10
0.08 0.05 -0.04
0.09 0.19 0.03
0.01 -0.04 0.09
0.12 0.04 -0.06
0.02 0.02 -0.02
0.08 -0.12 -0.02
-0.03 -0.12 0.02
-0.02 0.05 -0.01
-0.01 0.01 0.03
0.08 0.05 -0.12
0.02 0.01 0.07
-0.13 -0.14 -0.02
0.01 -0.01 0.00
0.00 0.00 -0.02
-0.01 0.00 -0.02
0.10 0.17 0.09
-0.04 -0.19 0.06
0.01 0.04 -0.06
0.02 0.01 0.02
0.00 0.05 -0.01
0.01 0.07 -0.01
0.03 -0.01 0.00
0.08 0.12 -0.03
-0.07 -0.12 0.05
-0.01 -0.02 0.00
-0.02 -0.03 0.00
-0.02 -0.03 0.01
0.05 0.13 -0.09
0.07 0.00 0.07
-0.01 0.05 -0.08
-0.01 0.00 0.00
-0.02 0.00 -0.02
-0.02 0.00 -0.02
-0.01 -0.01 0.05
-0.06 -0.04 -0.04
0.00 0.02 0.06
0.01 0.00 0.00
0.02 0.01 0.01
0.02 0.01 0.01
0.01 -0.01 -0.03

Results
Electronic energy   -3026.26439 a.u.
Maximum force   0.8 eV/A
HOMO-LUMO gap   9.65 eV
HOMO   -9.5 eV
Structure (SMILES)   COB(O)[C@H]1OS(=O)(=O)[C@@H](S(=O)(=O)C(F)(F)F)C[C@@]1(I)OC[C@@H](C)O.CO.CO.CO.CO.CO